Record 1
The following is a quantum chemistry calculation of one molecule with the formula C4H7NO2, from the Open Molecules 2025 dataset.

Max |F|, eV/Å: 0.6
Lowest unoccupied orbital energy, eV: 0.957
HOMO level, eV: -9.83
Net charge: 0
Structure (SMILES): C/C(=N\O)[C@H]1CO1
Total energy, Eh: -361.74304

The geometry in XYZ format:
```
14
C4H7NO2 (wB97M-V/def2-TZVPD)
C -1.352 -1.196 -0.170
C -0.384 -0.050 -0.092
N -0.562 1.085 0.468
O -1.787 1.259 1.070
C 0.964 -0.075 -0.752
C 2.053 0.456 0.054
O 1.973 -0.936 -0.243
H -2.238 -0.910 -0.747
H -0.884 -2.062 -0.647
H -1.700 -1.497 0.825
H -1.707 2.177 1.368
H 0.964 0.018 -1.841
H 2.868 1.033 -0.374
H 1.791 0.698 1.081
```


Record 2
The following is a quantum chemistry calculation of one molecule with the formula C4H7NO2, from the Open Molecules 2025 dataset.

Max |F|, eV/Å: 0.4
Lowest unoccupied orbital energy, eV: 0.519
HOMO level, eV: -7.63
Net charge: 0
Total energy, Eh: -361.67836

The geometry in XYZ format:
```
14
C4H7NO2 (wB97M-V/def2-TZVPD)
O -1.102 0.363 0.845
C -1.286 -0.026 -0.757
C -0.021 1.326 0.871
O 1.213 0.711 0.957
C 1.711 -0.029 -0.118
N 1.142 -0.792 -0.929
C -0.282 -1.127 -0.944
H -0.864 -0.394 1.419
H -2.286 -0.479 -0.693
H -0.174 1.854 -0.071
H -0.142 1.944 1.761
H 2.794 0.088 -0.124
H -0.510 -1.507 -1.948
H -0.361 -2.011 -0.273
```


Record 3
The following is a quantum chemistry calculation of one molecule with the formula C4H7NO2, from the Open Molecules 2025 dataset.

Max |F|, eV/Å: 0.6
Lowest unoccupied orbital energy, eV: 0.621
HOMO level, eV: -10.03
Net charge: 0
Structure (SMILES): C[C@@H](C=O)C(N)=O
Total energy, Eh: -361.86236

The geometry in XYZ format:
```
14
C4H7NO2 (wB97M-V/def2-TZVPD)
C -1.176 0.124 1.286
C -0.103 0.392 0.242
C 1.302 0.286 0.824
O 1.545 -0.085 1.943
C -0.155 -0.589 -0.941
N 0.531 -0.172 -2.045
O -0.697 -1.674 -0.877
H -1.284 -0.950 1.448
H -0.896 0.589 2.235
H -2.141 0.523 0.962
H -0.190 1.411 -0.165
H 2.120 0.578 0.131
H 0.890 0.764 -2.145
H 0.556 -0.782 -2.848
```


Question: The highest total energy belongs to which entry?
Answer: number 2


Repeat the first record exactly.
The following is a quantum chemistry calculation of one molecule with the formula C4H7NO2, from the Open Molecules 2025 dataset.

Max |F|, eV/Å: 0.6
Lowest unoccupied orbital energy, eV: 0.957
HOMO level, eV: -9.83
Net charge: 0
Structure (SMILES): C/C(=N\O)[C@H]1CO1
Total energy, Eh: -361.74304

The geometry in XYZ format:
```
14
C4H7NO2 (wB97M-V/def2-TZVPD)
C -1.352 -1.196 -0.170
C -0.384 -0.050 -0.092
N -0.562 1.085 0.468
O -1.787 1.259 1.070
C 0.964 -0.075 -0.752
C 2.053 0.456 0.054
O 1.973 -0.936 -0.243
H -2.238 -0.910 -0.747
H -0.884 -2.062 -0.647
H -1.700 -1.497 0.825
H -1.707 2.177 1.368
H 0.964 0.018 -1.841
H 2.868 1.033 -0.374
H 1.791 0.698 1.081
```


Question: What is the net charge in the second record?
Answer: 0